Entry a
Entry from the Open Molecules 2025 dataset: a 2-piece molecular cluster, C5H13NS2 overall (wB97M-V/def2-TZVPD).

Structure (XYZ):
```
21
Properties=species:S:1:pos:R:3
C 0.764 -2.753 0.063
C 0.878 -1.740 0.924
N 1.058 -0.408 0.591
C 1.905 0.374 1.467
H 0.781 -2.611 -1.013
H 0.688 -3.782 0.381
H 0.841 -1.979 1.980
H 1.170 -0.258 -0.397
H 1.732 1.437 1.294
H 1.652 0.160 2.503
H 2.974 0.180 1.322
C -2.167 -0.363 -1.518
S -1.919 1.168 -2.499
S -0.170 1.864 -1.662
C -0.819 2.549 -0.116
H -1.172 -0.753 -1.333
H -2.681 -0.167 -0.583
H -2.730 -1.070 -2.123
H -1.013 1.781 0.633
H -0.059 3.210 0.314
H -1.712 3.161 -0.226
```

Structure (SMILES): C=CNC.CSSC
Orbital gap in eV: 8.8
LUMO level in eV: 0.75
M in g mol⁻¹: 151.300
Multiplicity: 1

Entry b
Entry from the Open Molecules 2025 dataset: one molecule with the formula C5H13NS2 (wB97M-V/def2-TZVPD).

Structure (XYZ):
```
21
Properties=species:S:1:pos:R:3
C 1.117 2.769 -1.962
C -0.078 2.278 -1.119
C -0.459 0.865 -1.403
S 0.672 -0.407 -0.756
S 0.666 -0.107 1.185
C -0.706 -1.130 1.898
C -0.681 -2.561 1.424
N 0.433 -3.384 1.886
H 1.076 3.849 -2.135
H 1.173 2.204 -2.904
H 2.066 2.630 -1.427
H -0.912 2.960 -1.353
H 0.086 2.535 -0.079
H -1.467 0.545 -1.098
H -0.490 0.711 -2.476
H -0.479 -0.982 2.949
H -1.673 -0.661 1.720
H -1.627 -3.023 1.716
H -0.753 -2.567 0.328
H 0.997 -3.669 1.098
H 1.038 -2.855 2.507
```

Structure (SMILES): CCCSSCCN
Orbital gap in eV: 9.7
LUMO level in eV: 0.78
M in g mol⁻¹: 151.300
Multiplicity: 1

Relative energies, in kcal/mol, with the most stable structure set to zero: entry a 17.5; entry b 0.0.